{
  "formula": "C16H26Br6O8",
  "method": "ωB97M-V with the def2-TZVPD basis set",
  "e_homo_ev": [-10.98, -10.98],
  "gap_ha": [0.213, 0.070],
  "charge": 1,
  "lumo_energy_ev": [-5.2, -9.1],
  "spin_multiplicity": 2,
  "e_tot_ev": -453637.4621,
  "species": ["C", "C", "C", "O", "C", "O", "O", "H", "H", "H", "H", "H", "H", "C", "C", "C", "O", "C", "O", "O", "H", "H", "H", "H", "H", "H", "C", "C", "O", "C", "H", "H", "H", "H", "H", "H", "C", "C", "O", "C", "H", "H", "H", "H", "H", "H", "C", "Br", "Br", "Br", "H", "C", "Br", "Br", "Br", "H"],
  "positions_angstrom": [[-21.668910, -12.565400, 18.422420], [-21.713380, -13.812140, 19.226850], [-21.298020, -13.676410, 20.626460], [-22.359200, -14.303330, 21.346110], [-23.393450, -14.563420, 20.560300], [-24.408400, -15.232730, 20.896760], [-23.078050, -14.139190, 19.350910], [-22.224380, -11.696400, 18.775110], [-22.002660, -12.623730, 17.386410], [-20.658490, -12.159170, 18.376140], [-21.173380, -14.626710, 18.744170], [-21.167570, -12.654200, 20.981640], [-20.374660, -14.215930, 20.837200], [-26.841140, -15.666310, 19.167040], [-27.711890, -16.363270, 18.186990], [-28.329210, -17.620550, 18.791580], [-29.722960, -17.576030, 18.437270], [-29.996310, -16.286150, 18.012430], [-31.086560, -15.809360, 17.803010], [-28.884350, -15.625870, 17.843200], [-26.601320, -14.698110, 18.727540], [-25.958860, -16.243350, 19.444040], [-27.402950, -15.486840, 20.083700], [-27.169850, -16.538650, 17.257730], [-28.348860, -17.540920, 19.878490], [-27.742170, -18.492780, 18.503990], [-22.323670, -12.027750, 25.937590], [-23.610040, -12.012090, 25.192900], [-24.379410, -11.055880, 25.351510], [-23.652290, -12.900830, 23.944140], [-21.503890, -12.134790, 25.227230], [-22.347090, -12.900590, 26.590050], [-22.173110, -11.132750, 26.541250], [-23.052880, -12.422830, 23.169340], [-24.694300, -13.044460, 23.658330], [-23.225630, -13.883430, 24.145560], [-26.719360, -13.553620, 13.464730], [-25.322510, -13.770440, 13.997440], [-24.399870, -13.607300, 13.228710], [-25.171740, -13.990730, 15.547100], [-27.299460, -14.458040, 13.648050], [-26.559000, -13.464730, 12.390260], [-27.091540, -12.626780, 13.901240], [-25.433970, -15.030540, 15.742360], [-25.848540, -13.314330, 16.069140], [-24.139370, -13.791680, 15.834660], [-29.008430, -10.690710, 16.530850], [-28.788010, -9.474070, 18.113700], [-28.589500, -12.592080, 17.143270], [-27.950620, -10.058200, 14.979740], [-30.083080, -10.731300, 16.353180], [-25.749000, -11.109460, 20.080440], [-24.118820, -10.196960, 20.749690], [-26.435230, -12.228840, 21.530700], [-25.175180, -12.215380, 18.512110], [-26.545140, -10.435650, 19.763840]],
  "atomic_forces_ev_per_a": [[0.983, 1.843, -1.040], [-0.437, 0.594, -1.349], [0.935, 0.048, 1.829], [0.152, -0.150, 1.560], [-2.530, -3.175, 1.397], [3.655, 3.053, -1.321], [-1.757, -1.025, -1.455], [-0.345, -0.460, 0.779], [0.060, -0.674, -0.067], [0.339, -0.306, -0.095], [-0.175, -0.121, -0.181], [-0.233, 0.107, -0.080], [-0.085, -0.010, 0.115], [-0.354, 0.765, 0.088], [-0.517, -1.077, 0.189], [-0.030, 0.255, 0.568], [0.071, 0.637, -0.861], [-2.497, -0.975, 0.059], [1.444, -1.117, 0.373], [1.661, 1.838, -0.261], [0.529, 0.056, 0.331], [0.020, 0.166, -0.281], [0.036, 0.110, 0.059], [-0.049, -0.261, -0.179], [0.448, -0.098, 0.071], [-0.805, -0.362, -0.215], [0.151, -0.495, 0.708], [-0.185, 3.193, -1.413], [0.490, -2.206, -0.196], [-0.802, -0.407, 1.279], [0.072, -0.153, 0.058], [0.390, -0.131, 0.116], [-0.220, -0.083, -0.095], [-0.197, 0.098, -0.018], [0.237, 0.155, -0.310], [0.123, 0.011, -0.032], [0.463, -0.473, -1.438], [0.757, 0.809, 0.870], [-0.840, -0.526, 1.276], [0.828, 0.032, -0.868], [-0.170, 0.191, 0.424], [-0.586, 0.246, -0.035], [-0.189, -0.090, 0.256], [-0.089, -0.049, -0.063], [-0.286, 0.046, -0.273], [-0.062, -0.130, -0.054], [0.663, -0.431, 1.377], [-0.060, -0.771, -1.240], [-0.345, 1.454, -0.837], [-0.772, -0.600, 1.042], [0.409, 0.225, -0.431], [0.881, -0.813, 0.530], [-1.038, -0.164, -0.471], [0.054, 0.444, -0.919], [-0.661, 0.940, 0.729], [0.467, 0.017, -0.004]],
  "lowdin_charge": [-0.054, -0.338, -0.078, 0.072, -0.537, 0.071, -0.011, 0.039, 0.075, 0.099, 0.166, 0.142, 0.147, -0.042, -0.335, -0.082, 0.069, -0.556, 0.149, 0.017, 0.023, 0.091, 0.103, 0.142, 0.137, 0.140, -0.035, -0.465, 0.044, -0.042, 0.084, 0.090, 0.088, 0.067, 0.032, 0.084, 0.071, -0.264, 0.373, 0.058, 0.132, 0.110, 0.054, 0.116, 0.007, 0.093, -1.392, 0.566, 0.566, 0.569, -0.020, -1.406, 0.580, 0.641, 0.622, -0.071]
}

{
  "formula": "C26H23Cl3CrN2O6P",
  "method": "ωB97M-V with the def2-TZVPD basis set",
  "de_lowest_kcal_mol": 6.4,
  "e_homo_ev": [-9.13, -8.72],
  "gap_ha": [0.338, 0.308],
  "charge": 0,
  "lumo_energy_ev": [0.1, -0.3],
  "spin_multiplicity": 2,
  "e_tot_ev": -117880.5376,
  "species": ["Cr", "C", "C", "C", "C", "C", "H", "H", "H", "H", "H", "O", "C", "O", "C", "C", "Cl", "N", "N", "C", "C", "O", "O", "C", "C", "C", "C", "C", "C", "H", "H", "H", "H", "H", "H", "Cl", "C", "Cl", "C", "O", "O", "H", "C", "P", "C", "C", "C", "C", "C", "C", "C", "H", "H", "H", "H", "H", "H", "H", "H", "H", "H", "H"],
  "positions_angstrom": [[-0.931136, -0.570005, 0.770785], [-1.246198, -1.370562, 2.900668], [-2.380035, -0.660299, 2.441723], [-2.903262, -1.329420, 1.336536], [-2.016882, -2.400126, 1.028363], [-1.017278, -2.441014, 2.047498], [-0.601390, -1.051583, 3.698604], [-2.747492, 0.255122, 2.870839], [-3.744590, -1.033797, 0.732247], [-2.098934, -3.069734, 0.186714], [-0.183771, -3.122253, 2.088308], [4.358161, 1.297436, 2.450482], [4.524576, 0.361613, 1.533649], [5.612574, 0.002475, 1.162335], [3.289607, -0.253715, 0.961154], [3.265005, -1.196221, -0.058212], [4.525264, -1.960637, -0.892656], [1.979369, -1.495041, -0.338252], [1.149729, -0.799078, 0.466780], [1.926614, -0.047347, 1.234988], [1.212280, 0.824180, 2.206265], [1.837482, 1.582950, 2.948647], [-0.044279, 0.665162, 2.172729], [1.504152, -2.462608, -1.282275], [0.985748, -3.656782, -0.814805], [0.574345, -4.611554, -1.732664], [0.698224, -4.362804, -3.090136], [1.220906, -3.159916, -3.542026], [1.628170, -2.193926, -2.634125], [3.392097, 1.436506, 2.691337], [0.918630, -3.828969, 0.249094], [0.161357, -5.546486, -1.383420], [0.376282, -5.108372, -3.804331], [1.310010, -2.972388, -4.603262], [2.040337, -1.250090, -2.962381], [-2.440375, -3.240233, -3.159086], [-1.991172, -1.522404, -3.237057], [-2.957465, -0.675391, -4.449276], [-2.167531, -0.918682, -1.830270], [-3.216114, -0.410877, -1.481576], [-1.099890, -1.068237, -1.143389], [-0.948861, -1.471871, -3.541663], [-3.159915, 2.289940, 0.618689], [-1.534678, 1.748619, 0.013818], [-1.621482, 2.156193, -1.760198], [-0.373994, 3.001932, 0.637306], [0.742086, 3.335532, -0.128753], [1.677469, 4.245096, 0.342716], [1.499018, 4.842557, 1.579759], [0.391072, 4.518388, 2.346938], [-0.533880, 3.599153, 1.883530], [-3.212705, 2.196920, 1.701186], [-3.908060, 1.639660, 0.166394], [-3.351604, 3.327655, 0.342159], [-1.639339, 3.239917, -1.888354], [-2.519968, 1.718986, -2.187211], [-0.759904, 1.754784, -2.292763], [0.898771, 2.884568, -1.100162], [2.542344, 4.486829, -0.260208], [2.225573, 5.551755, 1.951440], [0.257076, 4.966663, 3.321879], [-1.372139, 3.331802, 2.512959]],
  "atomic_forces_ev_per_a": [[0.117, 0.625, 1.543], [0.247, 0.062, 0.162], [-0.082, 0.342, 0.229], [-0.072, -0.329, -0.982], [-0.168, -0.504, 0.376], [-0.310, -0.318, -0.718], [-0.013, -0.053, 0.104], [-0.060, 0.006, 0.079], [-0.006, -0.029, 0.047], [-0.014, -0.015, 0.053], [0.006, -0.022, 0.059], [-0.025, -0.107, -0.032], [0.060, 0.027, 0.174], [0.009, 0.024, -0.066], [-0.096, -0.070, -0.254], [0.058, 0.032, 0.052], [-0.054, 0.046, 0.048], [-0.185, -0.021, 0.013], [0.113, -0.080, -0.233], [0.244, -0.023, -0.063], [0.031, 0.038, 0.101], [-0.030, -0.066, 0.073], [0.159, 0.443, -0.203], [0.111, 0.012, -0.004], [0.025, 0.052, -0.155], [0.043, 0.083, 0.098], [-0.003, -0.066, -0.054], [0.059, 0.053, 0.024], [-0.048, -0.167, 0.041], [0.011, 0.092, -0.051], [0.003, -0.044, 0.042], [-0.019, -0.058, -0.001], [-0.005, -0.004, -0.006], [0.009, 0.003, -0.030], [0.023, 0.041, -0.007], [-0.104, -0.011, 0.032], [-0.044, 0.143, -0.091], [0.039, 0.017, 0.018], [-0.068, -0.145, -0.149], [-0.139, 0.021, -0.059], [0.388, 0.156, -0.106], [-0.111, -0.061, 0.048], [-0.006, 0.077, -0.016], [-0.081, -0.309, 0.003], [0.032, 0.122, -0.065], [0.013, 0.107, -0.185], [0.050, -0.049, 0.057], [-0.012, 0.021, 0.004], [0.017, 0.020, 0.001], [0.009, 0.004, 0.024], [-0.074, -0.001, 0.001], [-0.027, -0.007, 0.020], [-0.011, -0.014, 0.007], [0.000, -0.014, -0.006], [-0.005, -0.038, 0.010], [-0.029, -0.007, 0.015], [0.019, -0.035, 0.004], [-0.023, -0.036, -0.039], [0.022, 0.006, -0.008], [0.029, 0.011, 0.003], [-0.004, 0.012, 0.017], [-0.017, 0.003, -0.001]],
  "lowdin_charge": [0.610, -0.105, -0.139, -0.136, -0.143, -0.108, 0.132, 0.118, 0.117, 0.119, 0.111, 0.129, -0.506, 0.084, -0.024, -0.562, 0.842, -0.040, 0.104, -0.090, -0.533, 0.081, -0.141, -0.234, -0.001, -0.069, -0.106, -0.078, -0.032, 0.060, 0.112, 0.112, 0.109, 0.114, 0.127, 0.644, -0.986, 0.619, -0.781, -0.002, -0.165, 0.043, -0.218, 0.982, -0.224, -0.365, -0.094, -0.073, -0.076, -0.070, -0.090, 0.035, 0.049, 0.062, 0.063, 0.038, 0.051, 0.100, 0.106, 0.106, 0.109, 0.106]
}

{
  "formula": "C2H8N2O2",
  "method": "ωB97M-V with the def2-TZVPD basis set",
  "de_lowest_kcal_mol": 91.3,
  "e_homo_ev": -8.89,
  "gap_ha": 0.358,
  "charge": 0,
  "lumo_energy_ev": 0.9,
  "spin_multiplicity": 1,
  "e_tot_ev": -9275.9506,
  "species": ["C", "N", "C", "O", "H", "H", "H", "H", "H", "N", "O", "H", "H", "H"],
  "positions_angstrom": [[-1.391865, 0.090879, -0.080966], [-0.778148, 0.803260, 1.021717], [-0.415216, -1.170594, -0.505793], [0.251023, -1.723651, 0.320578], [-0.344305, 0.145203, 1.662220], [-1.435584, 1.395566, 1.513107], [-0.787151, -1.649530, -1.424220], [-2.341277, -0.413621, 0.163542], [-1.625277, 0.772663, -0.907434], [2.243848, 0.506736, -0.078912], [1.250947, 0.522251, -1.114952], [0.355016, 0.815110, -0.650188], [1.945535, -0.201629, 0.597584], [3.072452, 0.107358, -0.516285]],
  "atomic_forces_ev_per_a": [[0.824, -1.488, -0.161], [0.013, -0.080, -0.219], [-2.911, 1.066, 1.040], [0.432, 0.114, -0.017], [-0.158, 0.090, 0.015], [0.149, -0.073, -0.004], [0.672, 0.038, -0.373], [0.124, -0.105, -0.024], [0.269, -0.202, -0.090], [-0.189, 0.129, 0.432], [-2.311, 0.503, 0.773], [3.409, -0.043, -0.893], [-0.041, -0.036, -0.207], [-0.285, 0.086, -0.271]],
  "lowdin_charge": [-0.237, -0.011, -0.247, 0.026, 0.076, 0.082, 0.121, 0.110, 0.109, -0.019, -0.205, 0.074, 0.046, 0.075]
}

{
  "formula": "CH3Br2IOSi",
  "method": "ωB97M-V with the def2-TZVPD basis set",
  "de_lowest_kcal_mol": 3.1,
  "e_homo_ev": -10.10,
  "gap_ha": 0.361,
  "charge": 0,
  "lumo_energy_ev": -0.3,
  "spin_multiplicity": 1,
  "e_tot_ev": -159200.3885,
  "species": ["C", "O", "Si", "Br", "Br", "I", "H", "H", "H"],
  "positions_angstrom": [[0.260326, -0.720993, 0.419666], [1.577362, -0.524287, -0.041746], [2.514055, -0.917101, -1.309710], [2.136447, 0.095607, -3.247454], [2.141022, -3.225824, -1.717198], [4.708410, -0.598262, -0.339536], [-0.170632, -1.501701, -0.213357], [-0.353986, 0.265037, 0.406955], [0.094664, -0.964716, 1.534320]],
  "atomic_forces_ev_per_a": [[-2.020, 1.132, 0.845], [0.476, 0.427, 0.172], [-0.630, -1.624, 0.600], [0.097, -0.127, 0.597], [0.276, 1.671, 0.217], [-0.122, 0.012, -0.426], [-0.486, 0.210, 0.374], [1.091, -1.502, -0.757], [1.319, -0.199, -1.623]],
  "lowdin_charge": [-0.150, -0.447, -0.729, 0.332, 0.197, 0.513, 0.064, 0.111, 0.108]
}

{
  "formula": "C5H14N2",
  "method": "ωB97M-V with the def2-TZVPD basis set",
  "de_lowest_kcal_mol": 120.6,
  "e_homo_ev": -6.58,
  "gap_ha": 0.281,
  "charge": 0,
  "lumo_energy_ev": 1.1,
  "spin_multiplicity": 1,
  "e_tot_ev": -8387.3885,
  "species": ["C", "C", "C", "C", "C", "N", "N", "H", "H", "H", "H", "H", "H", "H", "H", "H", "H", "H", "H", "H", "H"],
  "positions_angstrom": [[0.122567, 0.510037, -0.161556], [0.788545, -0.544288, 0.489490], [-2.365200, -1.068459, -0.337258], [-0.064643, 1.868389, 0.460616], [2.302788, 0.665084, -0.514711], [-1.541140, -0.441009, 0.668508], [0.901222, -1.798877, 0.008645], [-2.069191, 0.290527, 1.137743], [-0.141674, 0.379256, -1.203571], [1.053847, -0.412281, 1.530631], [0.460029, -2.016498, -0.871648], [0.930327, -2.552354, 0.674697], [-1.849768, -1.950829, -0.745074], [-2.630041, -0.433702, -1.206821], [-3.316620, -1.448484, 0.067174], [0.022420, 1.804302, 1.546006], [0.666871, 2.592732, 0.100365], [-1.059544, 2.243322, 0.225443], [2.863807, -0.200481, -0.855032], [2.143821, 1.353810, -1.341237], [2.781573, 1.159804, 0.327589]],
  "atomic_forces_ev_per_a": [[-2.212, -0.908, 1.022], [1.706, 1.113, -0.930], [-0.174, -0.064, -0.105], [0.187, -0.093, -0.042], [0.038, -0.768, 0.699], [0.497, 0.773, -0.447], [0.043, -0.244, -0.147], [-0.113, 0.003, -0.115], [0.048, -0.027, 0.009], [-0.031, 0.046, -0.085], [-0.074, 0.027, 0.170], [0.039, 0.110, -0.076], [-0.020, 0.064, 0.002], [0.031, -0.057, 0.109], [0.075, 0.045, -0.032], [0.015, -0.033, -0.025], [0.006, -0.028, -0.012], [0.041, -0.041, -0.040], [0.086, -0.012, 0.050], [-0.302, 0.043, 0.072], [0.115, 0.051, -0.078]],
  "lowdin_charge": [-0.259, -0.271, -0.272, -0.085, -0.034, -0.139, 0.104, 0.021, 0.127, 0.143, 0.101, 0.109, 0.043, 0.057, 0.058, 0.088, 0.071, 0.079, 0.016, 0.024, 0.020]
}

{
  "formula": "C2H8O5Si",
  "method": "ωB97M-V with the def2-TZVPD basis set",
  "de_lowest_kcal_mol": 161.4,
  "e_homo_ev": -8.75,
  "gap_ha": 0.342,
  "charge": 0,
  "lumo_energy_ev": 0.6,
  "spin_multiplicity": 1,
  "e_tot_ev": -20316.2315,
  "species": ["C", "C", "O", "O", "O", "O", "O", "Si", "H", "H", "H", "H", "H", "H", "H", "H"],
  "positions_angstrom": [[2.033211, 0.203104, 0.118879], [1.326278, 1.263452, 0.938443], [2.793637, 0.881027, -0.879311], [1.146389, -0.675692, -0.588584], [2.871124, -0.497311, 0.932983], [-1.113530, -0.665903, 0.750252], [1.479749, 2.409421, 0.624236], [-2.663527, -0.718050, 0.234261], [2.530310, 0.403691, -1.693467], [0.269256, -0.896470, -0.174952], [3.154553, -1.320107, 0.389382], [-0.611158, 0.085724, 1.062686], [2.173814, 2.497451, -0.057920], [-3.369068, -1.165471, 1.458503], [-2.921852, 0.677775, -0.379833], [-2.800093, -1.653580, -0.972471]],
  "atomic_forces_ev_per_a": [[0.256, -0.282, -1.294], [-3.209, -5.922, 2.647], [-0.509, -0.956, -0.908], [0.778, 0.963, 0.102], [0.688, -2.139, -0.735], [0.506, -1.063, -0.277], [1.210, 4.853, -1.101], [-0.110, 0.794, -1.104], [0.360, 0.646, 0.257], [0.735, 0.472, 0.271], [-0.627, 1.940, 1.373], [0.164, 0.887, 0.549], [0.498, 0.223, -1.010], [-0.507, 0.166, -0.445], [-0.328, -0.904, 0.712], [0.095, 0.322, 0.964]],
  "lowdin_charge": [-0.694, -0.049, 0.010, 0.015, 0.054, -0.345, 0.164, 0.534, 0.126, 0.059, 0.171, 0.001, 0.131, -0.064, -0.053, -0.061]
}